Below is 15 unconnected molecules or ions with the total composition F6H28O14P at a distorted geometry, with properties calculated with the ωB97M-V functional and the def2-TZVPD basis.

Element x y z (Å)
P -0.236619 0.177059 0.596986
F -1.829065 -0.216663 0.624345
F -0.044341 -0.579748 2.005104
F 0.009054 -1.196116 -0.220309
F 1.322129 0.503836 0.534075
F -0.485271 0.970614 -0.817895
F -0.616058 1.585170 1.310144
O -0.996467 -4.264751 0.224343
H -1.475716 -4.693985 0.938796
H -1.175390 -3.324262 0.335597
O 1.691918 -0.554001 4.232769
H 1.745243 -0.370120 3.289365
H 0.873821 -1.046583 4.333445
O 4.109823 1.651489 2.255346
H 4.257026 2.125317 3.077377
H 3.270808 2.022919 1.921046
O 2.366939 -2.625494 -0.872232
H 2.159299 -2.528569 0.063070
H 2.786621 -3.487730 -0.946396
O -4.564768 0.394990 0.482009
H -4.871211 0.274980 1.386357
H -3.650577 0.086439 0.505395
O -2.938269 -0.310138 3.386307
H -2.145093 -0.193318 2.847288
H -2.667920 -0.904100 4.091679
O -2.286486 3.013538 -0.869172
H -1.785839 2.183689 -0.880369
H -3.002227 2.871329 -0.243412
O 0.501001 -2.527408 -2.935190
H -0.349566 -2.482604 -2.469495
H 1.166027 -2.340030 -2.250764
O 1.392459 3.121156 -1.532015
H 2.199415 2.599205 -1.563206
H 0.697662 2.480774 -1.329463
O -2.122087 -1.957902 -2.032934
H -1.649532 -1.418132 -1.374719
H -3.053348 -1.811800 -1.840800
O 0.009096 -0.077319 -4.030963
H -0.290420 -0.993858 -3.974344
H 0.801354 -0.062883 -3.491313
O 4.197616 -0.706881 0.746509
H 3.997898 -0.005982 1.392733
H 3.406887 -0.780046 0.202963
O 1.748216 3.020837 2.203952
H 0.833954 2.719604 2.274477
H 1.706287 3.772456 1.601685
O -1.835587 2.007324 -4.746073
H -1.847466 2.636578 -4.019371
H -1.331231 1.241124 -4.422728

Atomic forces in eV per Å
-0.588 0.619 -0.756
0.094 -0.050 0.083
-0.135 0.119 0.038
0.120 -0.060 0.132
-0.007 0.188 0.146
0.330 -0.703 -0.166
0.467 -0.557 0.617
0.040 -0.046 0.137
-0.015 0.028 -0.003
0.032 0.021 -0.126
0.145 -0.001 0.207
0.008 0.023 0.003
-0.028 0.015 -0.090
-0.082 0.070 -0.272
-0.066 -0.102 0.078
0.095 0.009 0.312
0.227 0.038 0.108
-0.127 -0.036 -0.001
0.020 0.012 -0.023
-0.088 -0.028 -0.030
0.081 -0.004 0.037
-0.090 0.119 0.036
0.015 -0.014 -0.006
-0.095 0.005 -0.001
-0.004 0.011 0.010
0.025 0.043 -0.122
-0.286 0.333 0.060
-0.037 -0.135 -0.020
-0.103 -0.048 0.118
0.226 -0.325 -0.218
-0.169 -0.240 -0.031
0.024 0.043 0.067
-0.008 -0.043 0.023
0.076 0.093 -0.025
0.112 0.275 0.467
-0.302 -0.081 -0.313
-0.009 -0.011 -0.084
-0.356 0.385 -0.378
0.301 -0.014 0.151
0.009 -0.064 0.062
-0.240 -0.046 0.178
0.324 -0.095 -0.152
0.109 0.027 -0.114
-0.106 0.407 0.088
0.054 -0.157 -0.140
-0.038 -0.091 -0.110
-0.121 -0.044 -0.086
0.015 -0.090 0.097
0.149 0.201 0.011

Summary:
net charge = -1
highest occupied orbital energy = -7.9 eV
calculated total energy = -2011.077807 Ha
orbital gap = 10.098 eV
LUMO level = 2.203 eV